{
  "formula": "IO2S2",
  "method": "the ωB97M-V functional and the def2-TZVPD basis",
  "de_lowest_kj_mol": 126.3,
  "e_tot_ha": -1244.5803,
  "charge": -1,
  "lumo_ev": 2.937,
  "smiles": "O=S(=O)([S-])I",
  "species": ["O", "O", "S", "S", "I"],
  "positions_angstrom": [[-0.54769, -1.13178, -1.23015], [-0.54493, -0.38397, 1.43125], [-0.77772, 1.76784, -0.33745], [-0.23941, -0.04371, 0.06809], [2.10975, -0.20839, 0.06825]],
  "forces_ev_per_angstrom": [[0.8667, 3.9438, 5.3219], [-0.4858, -0.9451, 0.3452], [0.0298, 0.0984, -0.3070], [-2.2885, -3.0738, -5.2675], [1.8778, -0.0233, -0.0926]]
}

{
  "formula": "IO4V2",
  "method": "the ωB97M-V functional and the def2-TZVPD basis",
  "de_lowest_kj_mol": 526.1,
  "e_tot_ha": -2486.1413,
  "charge": 1,
  "lumo_ev": -7.250,
  "species": ["O", "V", "O", "O", "V", "O", "I"],
  "positions_angstrom": [[5.10817, 1.04793, 1.04923], [3.63087, 1.52238, 1.31680], [3.03201, 2.39133, 0.15336], [-4.05969, 0.44229, -1.12093], [-3.59924, -0.99368, -1.35768], [-4.74187, -2.10952, -0.93172], [0.62972, -2.30076, 0.89094]],
  "forces_ev_per_angstrom": [[-1.7904, 0.9608, -0.2569], [0.1062, -0.6626, -0.7338], [1.2548, -0.8931, 0.9157], [-0.6371, 0.1758, 0.2420], [-1.8610, -4.2115, 1.2510], [3.0713, 3.8067, -1.1689], [-0.1438, 0.8239, -0.2489]]
}

{
  "formula": "IZn",
  "method": "the ωB97M-V functional and the def2-TZVPD basis",
  "s_squared": 0.77,
  "de_lowest_kj_mol": 39.6,
  "e_tot_ha": -2076.1313,
  "charge": 2,
  "lumo_ev": [-14.895, -14.761],
  "spin_multiplicity": 2,
  "species": ["Zn", "I"],
  "positions_angstrom": [[-1.32722, 0.51454, 0.44846], [1.32722, -0.51455, -0.44846]],
  "forces_ev_per_angstrom": [[1.3171, -0.5103, -0.4449], [-1.3171, 0.5103, 0.4449]]
}